No. 1
The following is a DFT calculation (ωB97M-V/def2-TZVPD) of a gas-phase ion, C7H2Br2FO2S2 (charge -1).

frontier orbital gap: 5.6781 eV
HOMO: -0.1133 hartree
max |F|: 0.95 eV Å⁻¹

ORCA input file:
```
! RIJCOSX wB97M-V def2-TZVPD def2/J DEFGRID3
* xyz -1 1
C -1.7315 0.4339 -0.8001
C -0.4030 0.1793 -0.6466
C 0.4456 1.2839 -1.0290
C -0.3557 2.3307 -1.4423
C 1.5355 -1.4264 2.0180
C 0.0184 -1.1655 -0.1317
C 0.2711 -1.2009 1.3720
O 2.5637 -1.1024 2.4950
O 0.7216 -2.4827 1.9027
F 1.1395 -1.6602 -0.7481
S -2.0648 2.0094 -1.3806
S 2.1402 1.3707 -1.0430
Br 0.2354 4.0070 -2.0433
Br -1.1809 -0.4563 2.4100
H -2.5507 -0.2272 -0.5883
H -0.7843 -1.8932 -0.3448
*
```

These are the Mulliken partial charges, in e, on atoms 1 to 4:
1. C -0.4246
2. C 0.3047
3. C -0.6102
4. C 0.3009

No. 2
The following is a DFT calculation (ωB97M-V/def2-TZVPD) of a molecular structure, C35H29MnN6O2S2.

frontier orbital gap (spin up / spin down): 4.2275 / 4.2386 eV
HOMO (spin up / spin down): -0.0750 / -0.0752 hartree
⟨S²⟩: 1.056
max |F|: 0.82 eV Å⁻¹

ORCA input file:
```
! RIJCOSX wB97M-V def2-TZVPD def2/J DEFGRID3
* xyz -1 2
Mn 0.8063 0.4239 0.2393
C 2.6172 2.5335 3.3375
C 3.1046 1.5311 4.2346
C 2.8197 0.2328 4.0066
C 2.0376 -0.2002 2.8573
N 1.5804 0.8046 2.0059
C 1.8776 2.0981 2.2833
N 1.8449 -1.4749 2.6913
C 1.0452 -2.0150 1.6941
N 0.2251 -1.3031 0.8426
C -0.5613 -2.1643 0.1417
N -1.6599 -1.8032 -0.6132
C -2.2736 -0.8605 -1.1939
C -3.7449 -0.8553 -1.0758
C -4.5703 -0.0388 -1.7477
C -4.0281 0.8896 -2.6932
C -2.6868 0.9302 -2.8119
N -1.8070 0.1834 -2.0746
C -0.2380 -3.4733 0.5082
C -0.7257 -4.7457 0.1147
C -0.1844 -5.8662 0.6738
C 0.8582 -5.7727 1.6541
C 1.3358 -4.5619 2.0638
C 0.8025 -3.3770 1.4939
H 2.8075 3.5865 3.4839
H 3.6928 1.8146 5.1006
H 3.1601 -0.5547 4.6666
H 1.4712 2.8197 1.5750
H -4.1171 -1.5851 -0.3700
H -5.6406 -0.0919 -1.5838
H -4.6457 1.5333 -3.3010
H -2.2226 1.5834 -3.5370
H -1.5200 -4.8179 -0.6203
H -0.5477 -6.8452 0.3815
H 1.2667 -6.6839 2.0768
H 2.1156 -4.4929 2.8136
S -2.3433 3.6975 -0.0395
C -2.5711 2.7620 1.3965
C -3.4891 2.9419 2.4319
C -3.4839 2.0244 3.4604
C -2.5929 0.9423 3.4672
C -1.6822 0.7613 2.4483
C -1.6751 1.6925 1.4094
N -0.8230 1.6536 0.2972
C -1.0661 2.6243 -0.5250
C -0.3511 2.8788 -1.8001
C 0.0177 4.1994 -2.0560
C 0.6952 4.5415 -3.2138
C 1.0055 3.5468 -4.1273
C 0.6271 2.2353 -3.8879
C -0.0609 1.8742 -2.7328
H -4.1874 3.7683 2.4232
H -4.1881 2.1387 4.2751
H -2.6200 0.2337 4.2843
H -0.9933 -0.0720 2.4214
H -0.2108 4.9634 -1.3230
H 0.9847 5.5693 -3.3894
H 1.5436 3.7894 -5.0355
H 0.8563 1.4592 -4.6025
C -0.3439 -1.6690 -3.6845
O -0.2184 -0.2543 -3.7454
C -0.3472 0.3753 -2.4780
O 0.5136 -0.0848 -1.6002
H 0.0526 -2.0536 -4.6227
H -1.3925 -1.9628 -3.5854
H 0.2130 -2.0791 -2.8414
C 4.4888 -0.4531 0.6971
S 3.4395 -0.0355 -0.7066
C 3.0181 -1.7100 -1.2333
H 3.9207 -0.9919 1.4536
H 4.8688 0.4751 1.1224
H 5.3291 -1.0624 0.3617
H 3.9247 -2.2494 -1.5095
H 2.3577 -1.6128 -2.0901
H 2.4884 -2.2387 -0.4381
*
```

These are the Mulliken partial charges, in e, on atoms 1 to 4:
1. Mn -0.3959
2. C -0.9699
3. C -0.2160
4. C -0.9681

What is the formula in the second record? C35H29MnN6O2S2